No. 1
A molecular structure, C3H7N2OP. Source: OMol25; level of theory: ωB97M-V/def2-TZVPD.

Calculated values
E   -644.40172 hartree
Spin multiplicity   3
LUMO (spin up / spin down)   0.89 / -0.79 eV

Structure (XYZ):
```
14
Properties=species:S:1:pos:R:3:mulliken_charge:R:1
C -1.6966 0.1441 0.3993 -0.11
C 1.0451 0.5979 0.8291 -0.43
C 0.1517 -0.3086 0.0289 -0.34
N -2.2393 0.5101 -0.6446 -0.48
N 2.3471 0.0766 1.1787 0.05
O 2.6148 -1.0581 0.8521 -0.30
P 0.1503 -0.0292 -1.7949 -0.13
H -2.0051 0.0676 1.4320 0.39
H 1.2456 1.5391 0.3053 0.32
H 0.6158 0.8830 1.7979 0.26
H 0.2361 -1.3520 0.3317 0.49
H -3.2088 0.8190 -0.6395 0.24
H -0.6057 -1.1574 -2.0867 0.02
H 1.3490 -0.7321 -1.9893 0.03
```

---

No. 2
A molecular structure, C29H28ClDyNP. Source: OMol25; level of theory: ωB97M-V/def2-TZVPD.

Calculated values
E   -2863.27081 hartree
Spin multiplicity   6
LUMO (spin up / spin down)   -0.11 / -0.04 eV

Structure (XYZ):
```
61
Properties=species:S:1:pos:R:3:mulliken_charge:R:1
C 3.3897 1.4609 1.0561 -0.34
C 1.9578 1.4320 1.0794 -0.24
C 1.5456 1.1783 2.4272 -0.37
H 1.2896 1.6531 0.2468 0.53
C 2.7174 1.0046 3.2293 -0.72
C 3.8636 1.1520 2.3720 -0.69
H 4.9096 1.1192 2.6762 0.55
H 3.9986 1.7569 0.2022 0.41
H 0.5080 1.1737 2.7666 0.45
H 2.7366 0.8570 4.3098 0.42
Dy 2.7046 -0.8829 1.6001 0.75
Cl 0.8772 -2.3054 2.4757 -0.52
P -1.8770 0.2525 -0.0569 1.00
C -2.7881 0.4137 1.4830 -0.14
C -3.8616 1.3041 1.6655 -0.09
H -4.2611 1.8652 0.8180 0.43
C -4.4090 1.4634 2.9405 -0.55
H -5.2254 2.1731 3.0888 0.39
C -3.9126 0.7282 4.0234 -0.44
H -4.3430 0.8587 5.0178 0.36
C -2.8614 -0.1801 3.8344 -0.56
H -2.4692 -0.7595 4.6704 0.42
C -2.3005 -0.3432 2.5736 -0.26
H -1.4691 -1.0359 2.4184 0.14
C -2.1503 1.6870 -1.1035 0.36
C -1.8819 2.9678 -0.5613 -0.53
H -1.7223 3.0776 0.5156 0.43
C -1.8005 4.0726 -1.4065 -0.62
H -1.5895 5.0551 -0.9838 0.37
C -1.9799 3.9190 -2.7882 -0.47
H -1.8947 4.7825 -3.4468 0.37
C -2.2697 2.6569 -3.3247 -0.59
H -2.4139 2.5370 -4.3998 0.39
C -2.3668 1.5425 -2.4922 -0.50
H -2.6009 0.5573 -2.9039 0.34
C -2.4335 -1.2383 -0.8998 -0.10
C -3.7497 -1.7294 -0.8192 -0.29
H -4.5176 -1.1558 -0.2968 0.38
C -4.0552 -2.9573 -1.4083 -0.53
H -5.0698 -3.3555 -1.3294 0.37
C -3.0702 -3.6837 -2.0904 -0.47
H -3.3185 -4.6422 -2.5495 0.36
C -1.7633 -3.1830 -2.1837 -0.53
H -0.9920 -3.7419 -2.7164 0.40
C -1.4358 -1.9699 -1.5862 -0.31
H -0.4155 -1.5836 -1.6192 0.43
C 4.9394 -2.5178 1.0547 -1.28
C 4.6590 -1.9466 -0.2913 0.84
C 5.3398 -2.1225 -1.5065 -1.06
C 4.6739 -1.3325 -2.4749 -0.71
C 3.5980 -0.6971 -1.8258 0.25
C 2.6265 0.2526 -2.3998 -0.84
N 3.5768 -1.1038 -0.5017 0.17
H 5.1676 -1.7235 1.8105 0.26
H 5.8236 -3.1660 1.0222 0.36
H 4.1021 -3.1491 1.4322 0.39
H 6.2121 -2.7520 -1.6263 0.41
H 4.9196 -1.2028 -3.5211 0.47
H 3.1459 1.1678 -2.7311 0.29
H 2.1427 -0.1966 -3.2817 0.37
H 1.8441 0.5358 -1.6832 -0.13
```